Molecular formula: C37H39N4O5Rb
Method: DFT, ωB97M-V with the def2-TZVPD basis set

Geometry (Å):
C1 2.139 3.669 -1.031
C2 2.343 3.622 2.690
H1 1.952 -2.642 6.154
C3 4.175 2.785 0.351
H2 4.120 1.831 0.888
H3 -1.218 4.198 1.534
C4 -6.465 1.978 0.025
H4 3.652 3.110 -2.465
C5 2.584 -2.672 0.877
O1 -7.290 1.064 -0.689
C6 -3.068 -3.864 -0.274
C7 0.883 4.241 -0.707
O2 1.351 -0.426 -2.170
H5 -4.409 -4.893 1.478
C8 -4.647 0.242 -0.052
H6 1.467 -1.349 -6.859
N1 2.471 -1.759 -0.013
C9 1.825 -1.921 -6.009
C10 -4.034 2.545 -0.191
H7 -4.690 -2.473 -0.425
C11 1.766 -1.492 4.390
C12 2.717 -3.717 4.440
H8 2.644 2.586 2.881
H9 -0.403 0.168 4.031
H10 -0.090 5.172 2.477
H11 2.477 4.281 -3.076
C13 1.717 -1.403 -4.727
H12 -1.224 -4.961 -0.096
H13 -4.287 3.596 -0.239
H14 2.470 -3.584 -7.210
H15 -6.584 2.996 -0.362
H16 -0.254 3.950 -2.516
C14 2.005 -1.499 -2.251
H17 0.056 1.116 5.467
C15 2.393 -3.171 -6.210
N2 -1.480 -1.621 0.088
O3 1.194 -0.513 5.194
H18 -8.206 1.317 -0.553
C16 -2.710 2.125 -0.220
C17 -3.938 -5.085 -0.401
H19 4.837 3.443 0.929
C18 0.792 4.326 0.699
H20 3.112 -3.914 -2.971
C19 -0.376 4.901 1.458
C20 2.491 -2.537 2.322
H21 1.040 1.186 3.983
H22 3.030 -4.588 5.005
C21 2.753 -3.372 -3.834
H23 1.273 -0.435 -4.536
C22 -2.797 -1.484 -0.096
H24 0.126 5.645 -2.190
H25 3.304 -4.869 -5.272
C23 -3.623 -2.592 -0.275
C24 2.860 -3.663 3.071
H26 2.744 -3.701 0.521
O4 1.762 -0.264 2.351
H27 3.274 -4.514 2.537
O5 -4.859 -5.207 0.686
C25 1.981 3.805 1.242
C26 1.993 -1.342 2.969
H28 -4.550 -5.042 -1.304
H29 1.499 3.848 3.347
C27 0.440 0.542 4.619
C28 2.177 -2.120 -3.624
H30 -0.753 5.808 0.973
C29 2.137 -2.620 5.085
H31 3.185 4.262 2.994
C30 2.814 3.400 0.168
N3 2.561 -2.232 -1.304
H32 0.128 -2.877 0.234
H33 -3.306 -5.976 -0.458
H34 -1.897 2.845 -0.283
Rb1 1.030 0.607 0.041
C31 -1.697 -3.987 -0.096
H35 -5.409 -0.521 0.028
H36 4.656 2.594 -0.611
H37 -6.748 1.990 1.086
H38 -1.124 4.826 -1.248
C32 -0.946 -2.829 0.082
C33 -5.023 1.574 -0.090
C34 -0.143 4.690 -1.714
N4 -2.350 0.854 -0.178
C35 2.598 3.396 -2.439
H39 2.029 2.578 -2.899
C36 -3.292 -0.090 -0.111
C37 2.858 -3.892 -5.116

E_tot = -55855.120 eV
ΔE to the lowest compared entry with this formula, charge and spin = 9.5 kcal/mol
Total charge = -2
Gap between HOMO and LUMO = 3.88 eV

Mulliken atomic charge list, values in e, 5 entries: C 0.19; C -1.43; H 0.39; C -1.37; H 0.14